# 1
Below is 9 unconnected molecules or ions with the total composition C24H71N13O9, with properties calculated with wB97M-V/def2-TZVPD.

Values from the calculation:
SMILES: COC[C@H](C)N.COC[C@H](C)N.COC[C@H](C)N.COC[C@H](C)N.COC[C@H](C)N.NC(N)=O.NC(N)=O.NC(N)=O.NC(N)=O
HOMO-LUMO gap, eV: 9.142
Energy relative to the best compared isomer or geometry (same formula, charge and spin), eV: 1.011

Element x y z (Å)
H1 -0.39 1.89 1.46
N1 5.83 3.76 0.68
H2 -6.60 -0.72 3.38
H3 4.35 -3.27 -7.52
C1 1.51 -1.01 -5.04
C2 -2.76 -0.24 -3.52
H4 -3.73 -4.08 2.86
H5 -2.55 -6.12 3.08
H6 -1.88 -2.87 -0.63
H7 4.51 -2.76 1.32
C3 1.08 -2.24 -4.24
C4 -3.29 -4.40 0.82
H8 -0.45 5.06 3.92
H9 0.55 0.54 -4.13
C5 -4.96 0.49 2.64
C6 0.04 2.35 2.36
O1 -1.97 -3.97 1.11
H10 4.18 -1.55 -7.88
H11 5.62 4.52 1.32
H12 -5.97 -5.04 2.63
H13 -1.07 4.18 2.07
H14 1.99 2.62 -4.36
H15 -7.41 1.83 1.98
H16 4.28 -0.57 -0.06
H17 -0.45 -0.42 -5.02
H18 5.87 3.07 3.59
C7 -7.38 0.75 2.15
H19 3.87 2.34 1.94
H20 1.88 -2.96 -4.12
N2 0.43 1.44 -1.05
H21 0.27 -2.72 -4.81
O2 -4.80 -0.22 1.45
C8 -6.36 0.33 3.20
H22 0.23 0.16 4.30
N3 1.54 -0.19 0.07
O3 3.01 -2.23 -6.36
H23 0.63 -1.97 -3.28
H24 -3.34 -1.02 0.28
C9 -3.46 -0.21 0.99
C10 4.66 1.74 1.50
C11 -1.31 -3.63 -0.07
N4 4.37 -2.40 2.24
C12 3.08 -2.10 2.59
H25 -3.71 -1.41 -2.15
H26 0.60 4.21 0.25
H27 1.16 2.08 -0.76
H28 4.73 0.79 2.06
C13 -0.06 3.86 2.31
H29 2.39 0.28 -0.21
H30 -4.24 -6.49 3.38
H31 1.56 -1.06 0.60
C14 6.55 2.77 2.79
N5 -5.45 -4.86 1.79
C15 -3.54 -6.17 2.61
C16 3.62 -2.46 -7.62
C17 -0.57 0.43 3.60
H32 -3.82 -3.57 0.33
H33 2.25 -0.47 -7.02
O4 -0.63 1.84 3.51
O5 2.45 4.14 -1.62
H34 -8.38 0.43 2.45
H35 -4.24 0.12 3.39
C18 5.97 2.50 1.43
H36 5.13 -2.22 2.87
H37 1.89 4.01 1.50
H38 0.98 5.51 1.37
H39 3.51 2.90 -3.58
H40 6.70 1.89 0.88
N6 0.47 0.03 -4.99
O6 2.13 -2.29 1.85
N7 2.91 -1.66 3.88
O7 -2.45 -1.13 -4.29
H41 -1.51 0.06 4.01
C19 -4.01 -4.80 2.08
C20 1.91 3.85 -2.69
C21 4.72 0.35 -0.48
N8 -3.44 -0.46 -2.35
N9 0.29 4.43 3.64
H42 0.18 3.69 4.34
H43 -0.19 1.76 -1.77
H44 1.07 -1.92 -6.88
H45 1.09 2.04 2.45
O8 -0.71 -0.39 -0.20
H46 -0.36 -0.06 2.64
H47 -3.49 -6.89 1.80
H48 -3.23 0.74 0.50
H49 -2.75 1.76 -3.04
C22 0.34 0.22 -0.39
H50 5.01 3.69 0.08
H51 3.68 -1.74 4.52
H52 4.21 0.38 -1.45
N10 0.62 4.23 -2.99
H53 -0.35 -3.17 0.15
H54 2.35 -0.54 -4.52
H55 -1.13 -4.50 -0.71
O9 4.20 1.48 0.18
H56 -7.20 0.26 1.19
H57 -1.98 1.37 -4.57
N11 -6.58 1.06 4.43
H58 6.95 1.85 3.26
H59 0.29 4.02 -3.92
H60 1.99 -1.44 4.21
N12 2.52 3.04 -3.61
H61 2.88 -2.68 -8.39
H62 -2.72 -0.34 1.79
H63 -4.02 0.28 -1.99
H64 -5.95 0.72 5.16
H65 -3.28 -5.21 0.06
H66 7.43 3.42 2.77
H67 5.80 0.29 -0.50
C23 1.90 -1.34 -6.46
H68 -6.34 2.05 4.37
H69 0.10 4.71 -2.29
H70 -5.59 -5.52 1.04
N13 -2.47 1.10 -3.74
C24 0.91 4.42 1.27
H71 -4.76 1.58 2.59

***

# 2
Below is 11 unconnected molecules or ions with the total composition C24H71NO21, with properties calculated with wB97M-V/def2-TZVPD.

Values from the calculation:
SMILES: COC[C@H](C)N.OCCO.OCCO.OCCO.OCCO.OCCO.OCCO.OCCO.OCCO.OCCO.OCCO
HOMO-LUMO gap, eV: 9.514
Energy relative to the best compared isomer or geometry (same formula, charge and spin), eV: 0.000

Element x y z (Å)
H1 6.22 20.88 -14.22
O1 6.34 15.97 -19.28
H2 8.34 10.91 -10.09
O2 4.18 17.76 -9.07
O3 1.25 17.33 -11.44
H3 4.43 21.86 -15.34
H4 5.94 19.70 -8.43
H5 10.35 19.43 -15.56
H6 11.70 14.33 -13.61
H7 5.21 13.28 -15.31
H8 6.34 20.76 -12.62
H9 6.12 10.11 -11.62
O4 4.83 15.28 -15.61
H10 9.56 15.02 -18.80
O5 6.56 20.16 -10.37
C1 8.44 19.76 -16.56
H11 8.44 18.76 -17.03
H12 8.80 15.05 -11.72
O6 9.36 21.03 -14.73
H13 9.22 15.81 -15.48
C2 2.07 17.98 -12.45
C3 5.96 19.26 -9.43
H14 2.13 18.06 -14.58
O7 8.45 14.42 -20.40
H15 5.95 15.28 -18.74
C4 4.51 18.96 -9.77
H16 2.99 14.62 -13.71
H17 3.49 20.04 -16.80
H18 6.53 18.33 -9.45
C5 8.75 12.79 -15.44
O8 7.78 11.90 -14.89
H19 4.76 15.39 -12.73
H20 6.45 13.43 -12.65
H21 2.29 21.95 -16.64
O9 9.42 14.79 -12.41
O10 0.70 19.41 -13.87
H22 5.65 15.50 -15.16
H23 8.23 13.08 -11.02
O11 9.04 15.14 -16.14
O12 4.84 14.43 -12.83
H24 8.88 20.34 -17.39
H25 2.42 18.72 -17.39
H26 0.41 17.81 -11.36
O13 7.06 17.04 -15.20
C6 4.39 14.00 -15.19
H27 7.21 14.13 -16.04
C7 4.36 18.88 -18.36
H28 0.86 21.37 -15.75
C8 11.58 15.36 -13.25
H29 8.05 16.93 -19.61
N1 5.93 21.33 -13.36
C9 7.67 11.02 -10.93
H30 4.12 20.21 -13.42
C10 7.72 16.17 -18.90
C11 3.84 21.99 -14.42
H31 8.89 19.03 -14.67
H32 4.38 18.84 -10.84
C12 6.96 16.93 -12.88
H33 0.70 17.35 -14.00
H34 9.65 12.79 -14.81
H35 11.56 16.05 -15.05
H36 3.63 12.94 -13.54
O14 5.95 16.87 -11.89
H37 4.13 18.60 -19.38
C13 1.37 18.18 -13.77
C14 7.32 12.47 -11.18
H38 7.67 12.11 -13.95
H39 3.22 20.93 -11.57
H40 10.61 16.31 -11.57
O15 2.45 20.35 -18.57
C15 3.93 21.69 -11.91
C16 3.15 19.48 -17.68
C17 8.17 14.19 -15.51
H41 7.23 15.92 -13.18
C18 9.34 19.77 -15.36
H42 3.37 22.62 -11.98
H43 7.83 17.50 -12.56
H44 6.56 20.10 -16.91
H45 7.97 14.56 -14.50
C19 4.47 21.24 -13.26
H46 5.68 20.05 -19.24
H47 6.54 12.83 -10.50
H48 2.45 18.91 -12.04
H49 8.47 21.40 -14.82
H50 11.16 14.68 -11.31
H51 3.59 13.68 -15.86
H52 6.75 17.47 -16.01
O16 6.53 10.21 -10.75
H53 8.22 10.69 -11.82
C20 8.52 14.90 -19.07
O17 6.91 12.59 -12.53
H54 8.07 14.18 -18.36
O18 11.02 16.20 -14.27
H55 9.05 12.46 -16.44
H56 5.33 17.53 -14.20
H57 1.44 23.01 -15.51
H58 6.21 17.32 -11.09
H59 7.53 14.50 -20.68
C21 10.70 15.33 -12.07
H60 3.46 17.34 -9.56
H61 2.90 17.28 -12.54
O19 2.53 21.48 -14.61
H62 1.36 20.11 -13.99
C22 3.87 13.98 -13.77
C23 6.42 17.65 -14.10
H63 7.37 20.43 -9.93
H64 6.65 18.71 -14.00
H65 7.80 16.54 -17.87
O20 7.16 20.20 -16.16
H66 3.76 23.07 -14.24
H67 3.83 19.76 -9.45
H68 4.68 21.86 -11.14
H69 3.09 20.78 -19.15
O21 5.40 19.89 -18.34
H70 4.75 18.02 -17.82
H71 12.53 15.78 -12.91
C24 1.76 21.97 -15.68

***

For each record above, in turn, the calculated E_HOMO values are -0.32665; -0.34679 Eh.
For each record above, in turn, the calculated total energy values are -2346.06552; -2591.64652 a.u..